Computed, not measured: a molecular structure, C28H85AsF6N7O11, with ωB97M-V/def2-TZVPD.

The total energy is -140515.559 eV. Its total charge is -1. As for the strongest force on any atom: 0.040 Eh/bohr. The value obtained for the highest occupied orbital energy is -0.2448 Eh. For the energy above the lowest of the compared OMol25 structures with the same formula, charge and spin, the calculation gives 0.000 eV.

The geometry in XYZ format:
```
138
Properties=species:S:1:pos:R:3:lowdin_charge:R:1
As -2.645 -11.536 41.170 0.72
F -3.938 -10.800 42.066 -0.24
F -2.144 -9.985 40.594 -0.24
F -1.312 -12.258 40.309 -0.25
F -3.106 -13.105 41.653 -0.22
F -3.722 -11.697 39.823 -0.25
F -1.594 -11.281 42.521 -0.23
O -5.219 -12.607 43.782 -0.08
H -5.053 -11.752 43.369 0.02
H -6.147 -12.808 43.569 0.00
O 1.204 -13.391 40.169 -0.06
H 0.299 -13.046 40.151 0.00
H 1.519 -13.290 39.267 0.05
O 1.233 -13.718 43.081 -0.06
H 0.919 -13.932 42.195 -0.01
H 0.735 -12.935 43.333 0.03
O -2.895 -13.456 45.055 -0.08
H -3.729 -13.180 44.642 -0.02
H -2.210 -13.155 44.450 0.01
C 1.836 -9.337 41.294 -0.06
C 0.919 -8.151 41.554 -0.44
C 0.216 -7.675 40.304 -0.23
O -0.654 -6.611 40.639 -0.19
C -0.976 -5.799 39.529 -0.11
N -0.024 -8.556 42.584 0.06
H 2.552 -9.484 42.101 0.08
H 2.406 -9.238 40.362 0.07
H 1.276 -10.275 41.230 0.07
H 1.530 -7.341 41.963 0.14
H -0.378 -8.494 39.871 0.11
H 0.949 -7.361 39.542 0.12
H -0.059 -5.354 39.128 0.09
H -1.683 -5.064 39.906 0.09
H -1.460 -6.374 38.729 0.06
H -0.586 -7.760 42.859 0.06
H -0.647 -9.278 42.246 0.04
C -4.298 -6.732 37.681 -0.06
C -4.168 -8.245 37.791 -0.42
C -2.856 -8.806 37.288 -0.18
O -2.643 -8.357 35.942 -0.20
C -1.306 -8.510 35.542 -0.12
N -4.349 -8.588 39.220 0.07
H -3.705 -6.277 38.484 0.06
H -5.313 -6.457 37.973 0.07
H -3.995 -6.305 36.727 0.07
H -4.979 -8.684 37.206 0.11
H -2.920 -9.897 37.213 0.13
H -2.022 -8.477 37.920 0.10
H -0.616 -8.063 36.268 0.08
H -1.203 -8.005 34.583 0.08
H -1.054 -9.574 35.440 0.09
H -3.453 -8.792 39.658 0.04
H -4.777 -9.511 39.275 0.04
C -7.418 -14.790 40.663 -0.04
C -7.397 -13.597 41.635 -0.42
C -8.454 -12.562 41.224 -0.23
O -8.176 -11.959 40.002 -0.17
C -7.143 -10.990 40.061 -0.09
N -7.534 -13.973 43.036 0.03
H -6.851 -14.473 39.776 0.07
H -8.413 -15.083 40.337 0.08
H -6.756 -15.585 41.015 0.07
H -6.414 -13.140 41.488 0.11
H -8.542 -11.819 42.033 0.12
H -9.405 -13.105 41.182 0.13
H -6.139 -11.406 40.198 0.06
H -7.269 -10.333 40.937 0.10
H -7.213 -10.394 39.156 0.07
H -8.461 -13.854 43.421 0.08
H -7.181 -14.878 43.308 0.09
C 2.648 -16.639 40.042 -0.06
C 1.824 -16.888 41.275 -0.43
C 0.365 -16.713 41.002 -0.26
O -0.411 -16.779 42.156 -0.17
C -1.743 -16.386 41.926 -0.09
N 2.134 -18.252 41.781 0.03
H 2.455 -15.644 39.637 0.06
H 2.375 -17.385 39.286 0.08
H 3.720 -16.708 40.219 0.08
H 2.099 -16.239 42.112 0.14
H 0.043 -17.546 40.328 0.13
H 0.142 -15.843 40.364 0.11
H -2.246 -16.339 42.887 0.10
H -2.227 -17.121 41.269 0.08
H -1.723 -15.399 41.456 0.07
H 2.179 -18.893 40.989 0.06
H 1.320 -18.591 42.291 0.06
C -6.807 -8.234 35.117 -0.06
C -7.660 -9.472 34.949 -0.44
C -7.217 -10.648 35.815 -0.23
O -5.855 -10.911 35.615 -0.18
C -5.423 -11.983 36.419 -0.11
N -9.099 -9.159 35.098 0.03
H -5.752 -8.512 35.047 0.07
H -6.941 -7.774 36.098 0.08
H -6.957 -7.533 34.297 0.08
H -7.596 -9.859 33.925 0.14
H -7.828 -11.529 35.550 0.12
H -7.422 -10.502 36.891 0.12
H -5.345 -11.671 37.472 0.08
H -4.393 -12.263 36.190 0.08
H -6.039 -12.880 36.304 0.09
H -9.610 -10.044 35.127 0.06
H -9.267 -8.864 36.064 0.07
C -1.450 -7.914 45.678 -0.08
C -2.146 -8.999 46.491 -0.43
C -3.659 -8.842 46.342 -0.24
O -4.282 -9.793 47.165 -0.20
C -5.680 -9.704 47.208 -0.12
N -1.716 -10.348 46.063 0.06
H -1.406 -6.980 46.249 0.07
H -1.960 -7.727 44.733 0.07
H -0.398 -8.159 45.528 0.07
H -1.937 -8.841 47.551 0.13
H -3.989 -8.931 45.297 0.13
H -3.916 -7.819 46.679 0.13
H -6.090 -9.801 46.190 0.09
H -6.008 -8.727 47.584 0.08
H -6.021 -10.549 47.798 0.09
H -2.428 -10.981 46.427 0.06
H -1.883 -10.377 45.056 0.06
C -3.964 -15.861 39.196 -0.06
C -2.638 -15.561 38.521 -0.45
C -2.161 -16.691 37.651 -0.21
O -0.980 -16.289 36.980 -0.19
C -0.218 -17.372 36.518 -0.12
N -2.753 -14.323 37.719 0.07
H -4.135 -15.020 39.878 0.07
H -3.941 -16.826 39.690 0.07
H -4.744 -15.716 38.444 0.08
H -1.834 -15.380 39.249 0.11
H -2.931 -16.886 36.888 0.14
H -1.996 -17.582 38.266 0.12
H 0.780 -17.014 36.275 0.09
H -0.684 -17.873 35.660 0.09
H -0.095 -18.143 37.294 0.08
H -2.919 -13.573 38.384 0.04
H -1.820 -14.133 37.363 0.07
```



Computed, not measured: 12 unconnected molecules or ions with the total composition C28H86N6O12, with ωB97M-V/def2-TZVPD.

The total energy is -63934.797 eV. As for the strongest force on any atom: 0.118 Eh/bohr. The value obtained for the highest occupied orbital energy is -0.3262 Eh. For the energy above the lowest of the compared OMol25 structures with the same formula, charge and spin, the calculation gives 2.874 eV. Its SMILES is COC[C@H](C)N.COC[C@H](C)N.COC[C@H](C)N.COC[C@H](C)N.COC[C@H](C)N.COC[C@H](C)N.CO.CO.CO.CO.O.O.

The geometry in XYZ format:
```
132
Properties=species:S:1:pos:R:3:lowdin_charge:R:1
C -4.440 0.848 -5.223 -0.13
O -4.700 0.447 -3.915 -0.17
C -3.516 0.280 -3.161 -0.19
C -3.788 -0.172 -1.736 -0.39
C -4.862 0.683 -1.031 -0.04
N -2.530 -0.247 -0.950 0.07
H -5.349 0.752 -5.820 0.09
H -3.692 0.232 -5.732 0.08
H -4.165 1.904 -5.309 0.09
H -2.927 -0.525 -3.621 0.11
H -2.958 1.223 -3.216 0.12
H -4.184 -1.191 -1.757 0.14
H -4.852 0.455 0.035 0.06
H -5.834 0.355 -1.411 0.08
H -4.801 1.754 -1.212 0.07
H -2.859 -0.625 -0.050 0.06
H -2.308 0.722 -0.715 0.08
C 2.206 -2.655 4.277 -0.08
O 2.006 -1.494 5.048 -0.19
C 3.016 -1.319 6.008 -0.21
C 3.019 -2.279 7.198 -0.47
C 1.638 -2.413 7.827 -0.05
N 4.071 -1.912 8.127 0.03
H 3.135 -2.645 3.697 0.12
H 1.420 -2.706 3.522 -0.02
H 2.154 -3.568 4.875 0.12
H 4.007 -1.330 5.532 0.13
H 3.007 -0.290 6.394 0.13
H 3.347 -3.232 6.760 0.13
H 1.415 -1.416 8.226 0.09
H 1.539 -3.146 8.625 0.07
H 0.882 -2.596 7.059 0.07
H 4.019 -2.531 8.930 0.07
H 3.904 -0.992 8.534 0.08
C 3.268 1.651 -2.198 -0.09
O 4.200 2.704 -2.104 -0.18
C 3.871 3.843 -2.855 -0.24
C 5.075 4.745 -3.056 -0.43
C 5.564 5.321 -1.726 -0.07
N 4.799 5.918 -3.901 0.02
H 3.151 1.340 -3.245 0.08
H 2.248 1.978 -1.956 0.07
H 3.637 0.876 -1.537 0.09
H 3.470 3.620 -3.859 0.12
H 3.025 4.334 -2.348 0.11
H 5.835 4.182 -3.602 0.14
H 4.848 6.031 -1.309 0.08
H 6.487 5.888 -1.850 0.07
H 5.768 4.531 -0.999 0.08
H 4.686 5.672 -4.880 0.07
H 3.923 6.345 -3.609 0.07
C 1.240 3.854 0.277 -0.07
O -0.099 4.148 -0.097 -0.19
C -0.442 3.759 -1.411 -0.22
C -1.661 4.527 -1.886 -0.41
C -2.900 4.338 -1.026 -0.05
N -1.979 4.166 -3.306 0.05
H 1.214 2.755 0.359 0.08
H 1.384 4.199 1.297 0.09
H 2.020 4.164 -0.419 0.07
H 0.404 3.813 -2.101 0.11
H -0.741 2.698 -1.381 0.11
H -1.403 5.588 -1.899 0.14
H -3.620 5.097 -1.330 0.08
H -2.702 4.566 0.026 0.08
H -3.312 3.332 -1.072 0.05
H -1.614 3.221 -3.474 0.02
H -1.266 4.699 -3.811 0.07
C -4.066 -1.713 2.432 -0.11
O -2.859 -1.292 1.858 -0.25
C -1.839 -0.827 2.740 -0.17
C -2.234 0.438 3.481 -0.42
C -2.531 1.594 2.500 -0.05
N -1.167 0.846 4.404 0.04
H -3.847 -2.451 3.214 0.10
H -4.723 -2.184 1.703 0.09
H -4.642 -0.893 2.874 0.08
H -1.630 -1.694 3.378 0.13
H -0.955 -0.652 2.135 0.11
H -3.144 0.294 4.066 0.13
H -3.017 2.407 3.043 0.08
H -3.238 1.278 1.728 0.05
H -1.617 2.012 2.073 0.08
H -1.401 1.688 4.922 0.07
H -0.374 1.148 3.827 0.04
C 0.672 -3.381 2.133 -0.10
O -0.384 -4.292 1.970 -0.16
C -0.769 -4.475 0.615 -0.20
C -1.284 -5.917 0.478 -0.41
C -1.577 -6.131 -1.002 -0.08
N -2.530 -6.077 1.253 0.04
H 0.413 -2.351 1.861 0.08
H 1.512 -3.673 1.487 0.11
H 1.032 -3.379 3.161 0.00
H -1.553 -3.759 0.347 0.13
H 0.087 -4.311 -0.051 0.12
H -0.542 -6.613 0.865 0.14
H -0.651 -6.077 -1.579 0.08
H -2.317 -5.415 -1.362 0.06
H -2.000 -7.099 -1.287 0.08
H -2.380 -5.602 2.141 0.06
H -3.266 -5.560 0.781 0.06
C 2.132 -1.237 -4.772 -0.16
O 1.197 -0.787 -3.830 -0.15
H 2.356 -0.421 -5.460 0.08
H 3.090 -1.575 -4.364 0.08
H 1.734 -2.033 -5.410 0.08
H 0.833 -1.486 -3.266 0.06
C 0.823 -0.373 -0.198 -0.15
O 1.945 -0.224 0.643 -0.13
H 0.093 0.436 -0.124 0.07
H 1.070 -0.391 -1.263 0.06
H 0.268 -1.276 0.072 0.06
H 2.584 -0.944 0.530 0.03
C -0.587 1.553 -5.259 -0.15
O -0.365 1.662 -3.870 -0.16
H -0.941 0.553 -5.531 0.08
H -1.337 2.254 -5.624 0.08
H 0.350 1.748 -5.790 0.08
H 0.175 0.922 -3.562 0.05
C -1.694 -3.029 -2.916 -0.17
O -0.856 -2.113 -2.245 -0.18
H -2.641 -3.191 -2.390 0.07
H -1.968 -2.638 -3.903 0.07
H -1.230 -4.005 -3.045 0.07
H -1.451 -1.483 -1.742 0.04
O 3.874 -2.301 0.509 -0.04
H 4.444 -2.933 0.963 0.06
H 4.394 -2.002 -0.249 0.06
O 1.600 0.765 3.500 -0.08
H 1.641 0.067 4.190 0.02
H 1.892 0.319 2.690 0.01
```



Computed, not measured: 13 unconnected molecules or ions with the total composition C28H87N21O13, with ωB97M-V/def2-TZVPD.

The total energy is -88359.469 eV. As for the strongest force on any atom: 0.086 Eh/bohr. The value obtained for the highest occupied orbital energy is -0.3238 Eh. For the energy above the lowest of the compared OMol25 structures with the same formula, charge and spin, the calculation gives 5.024 eV.

The geometry in XYZ format:
```
149
Properties=species:S:1:pos:R:3:lowdin_charge:R:1
C 0.941 -0.903 3.825 -0.73
O 1.848 -0.236 4.294 0.00
N 0.080 -0.339 3.018 0.19
N 0.776 -2.230 4.006 0.17
H 0.259 0.641 2.841 0.06
H -0.670 -0.905 2.663 0.06
H 1.327 -2.696 4.708 0.10
H -0.099 -2.559 3.605 0.07
C 0.858 3.388 2.442 -0.70
O 0.692 2.233 2.095 0.01
N 0.275 3.923 3.490 0.16
N 1.610 4.255 1.735 0.20
H 0.371 3.239 4.230 0.14
H 0.558 4.881 3.631 0.12
H 1.986 3.861 0.887 0.07
H 1.712 5.228 1.969 0.12
C -3.621 0.640 -4.048 -0.68
O -2.546 1.163 -4.186 0.04
N -4.556 0.449 -4.977 0.17
N -4.049 0.116 -2.886 0.14
H -4.563 0.932 -5.862 0.11
H -5.397 -0.046 -4.734 0.10
H -3.339 0.204 -2.161 0.04
H -4.973 -0.228 -2.687 0.11
C -0.899 3.635 -6.032 -0.76
O -0.132 4.366 -6.628 0.02
N -0.825 3.329 -4.729 0.17
N -1.856 3.004 -6.648 0.17
H 0.043 3.659 -4.327 0.05
H -1.065 2.367 -4.528 0.04
H -2.485 2.513 -6.032 0.08
H -1.876 3.018 -7.655 0.12
C -1.651 -3.244 -0.717 -0.77
O -0.614 -2.590 -0.583 -0.02
N -2.826 -2.722 -1.006 0.19
N -1.693 -4.522 -0.550 0.20
H -3.551 -3.420 -0.993 0.12
H -2.922 -1.800 -1.403 0.09
H -2.562 -5.021 -0.452 0.12
H -0.839 -4.975 -0.263 0.13
C 1.923 3.366 -2.166 -0.69
O 1.617 3.312 -0.969 -0.02
N 1.324 4.161 -2.998 0.16
N 2.812 2.608 -2.779 0.19
H 1.884 4.376 -3.808 0.13
H 0.669 4.804 -2.567 0.03
H 3.229 2.894 -3.650 0.12
H 3.170 1.759 -2.362 0.10
C -1.236 0.805 -0.834 -0.68
O -2.235 0.104 -0.846 -0.06
N -0.185 0.600 -0.075 0.20
N -1.139 1.955 -1.502 0.23
H 0.125 1.343 0.536 0.07
H -0.262 -0.346 0.278 0.09
H -1.863 2.246 -2.140 0.11
H -0.290 2.478 -1.348 0.06
C -1.370 5.206 -1.346 -0.74
O -0.589 5.519 -2.201 0.05
N -1.069 4.439 -0.328 0.17
N -2.615 5.593 -1.298 0.20
H -1.628 4.486 0.517 0.06
H -0.113 4.116 -0.378 0.07
H -3.059 5.146 -0.512 0.08
H -3.045 6.225 -1.952 0.13
C 1.000 0.309 -4.229 -0.09
C 0.828 -1.082 -3.740 -0.44
C 1.621 -2.097 -4.545 -0.20
O 1.067 -2.322 -5.867 -0.18
C 2.115 -2.719 -6.766 -0.11
N 1.340 -1.069 -2.348 0.08
H 0.649 1.068 -3.531 0.05
H 0.674 0.563 -5.240 0.09
H 2.058 0.487 -4.443 0.07
H -0.243 -1.292 -3.806 0.14
H 1.521 -3.009 -3.952 0.12
H 2.650 -1.738 -4.490 0.12
H 2.779 -1.864 -6.889 0.09
H 1.614 -3.104 -7.655 0.08
H 2.647 -3.632 -6.487 0.08
H 0.951 -0.295 -1.824 0.02
H 0.818 -1.855 -1.977 0.04
C 7.702 2.613 -0.221 -0.09
C 6.466 2.051 -0.954 -0.43
C 5.456 1.439 0.068 -0.18
O 4.334 0.887 -0.606 -0.21
C 3.543 0.205 0.293 -0.13
N 5.890 3.166 -1.662 0.05
H 8.406 3.065 -0.921 0.07
H 8.181 1.898 0.450 0.07
H 7.427 3.454 0.417 0.07
H 6.909 1.253 -1.554 0.13
H 4.972 2.164 0.725 0.13
H 6.062 0.680 0.566 0.13
H 2.560 -0.016 -0.122 0.06
H 3.294 0.796 1.179 0.09
H 4.040 -0.700 0.649 0.09
H 4.901 2.965 -1.586 0.03
H 6.139 3.146 -2.642 0.08
C -2.074 -4.418 5.583 -0.06
C -2.789 -3.088 5.355 -0.43
C -3.079 -2.793 3.870 -0.14
O -1.878 -2.473 3.120 -0.24
C -2.192 -2.332 1.756 -0.11
N -4.020 -3.080 6.121 0.02
H -1.082 -4.499 5.132 0.04
H -2.615 -5.220 5.079 0.08
H -1.797 -4.737 6.589 0.08
H -2.253 -2.251 5.807 0.14
H -3.815 -1.997 3.733 0.12
H -3.516 -3.657 3.363 0.12
H -2.683 -1.357 1.707 0.09
H -2.870 -3.099 1.379 0.09
H -1.297 -2.278 1.136 0.05
H -3.756 -2.668 7.008 0.08
H -4.573 -2.317 5.747 0.06
C -3.201 1.760 2.891 -0.03
C -3.119 2.728 1.680 -0.38
C -4.491 3.073 1.015 -0.17
O -5.196 1.916 0.639 -0.18
C -4.597 1.031 -0.287 -0.10
N -2.525 3.978 2.159 0.02
H -3.653 0.793 2.666 0.06
H -3.778 2.203 3.705 0.08
H -2.204 1.681 3.325 0.06
H -2.423 2.317 0.948 0.11
H -4.362 3.701 0.130 0.10
H -5.099 3.627 1.731 0.13
H -4.432 1.526 -1.247 0.08
H -5.320 0.256 -0.538 0.09
H -3.648 0.594 0.026 0.05
H -3.088 4.548 2.776 0.09
H -1.652 3.857 2.650 0.03
C 3.791 -6.448 4.374 -0.07
C 2.514 -5.649 4.076 -0.40
C 2.071 -5.943 2.608 -0.22
O 1.070 -5.061 2.210 -0.19
C 1.514 -3.859 1.613 -0.12
N 1.451 -6.115 4.984 0.04
H 3.740 -7.517 4.170 0.08
H 3.949 -6.348 5.450 0.07
H 4.724 -6.048 3.976 0.07
H 2.616 -4.565 4.132 0.12
H 1.760 -6.985 2.500 0.13
H 2.857 -5.944 1.847 0.12
H 2.352 -3.358 2.102 0.09
H 0.753 -3.101 1.444 0.06
H 1.952 -4.044 0.629 0.09
H 1.263 -5.413 5.688 0.06
H 0.545 -6.142 4.531 0.05
```



Look up the highest occupied orbital energy of the second one. -0.3262 Eh



Which of these has the lowest highest occupied orbital energy? C28H86N6O12